#1
ORCA calculation (the ωB97M-V functional and the def2-TZVPD basis) on C7H9N in the gas phase.

Cartesian coordinates (Å):
N 1.971 -0.944 -2.414
C -0.527 0.896 2.908
C -0.942 1.272 0.411
C 0.745 -0.525 -2.488
C 0.159 -1.144 0.363
C -1.215 1.406 1.706
C -0.084 0.290 -1.678
C -0.253 0.245 -0.190
H 0.537 0.896 2.951
H 0.160 -1.151 1.455
H 1.163 -1.284 -0.002
H 0.559 -0.428 -3.546
H 2.341 -1.407 -3.264
H -0.801 0.837 -2.220
H -2.142 1.644 2.164
H -0.648 -1.847 0.058
H -1.022 1.244 3.784

The value obtained for the HOMO energy is -7.4 eV.

=====

#2
ORCA calculation (the ωB97M-V functional and the def2-TZVPD basis) on C7H9N in the gas phase.

Cartesian coordinates (Å):
N -0.782 -0.412 -0.732
C -0.435 1.731 0.045
C 0.828 1.449 -0.339
C 1.512 0.082 -0.459
C -2.057 -0.590 -0.173
C 0.471 -0.999 -0.563
C -1.180 0.446 0.371
C 1.293 -0.915 0.712
H -0.877 0.147 1.361
H -0.828 2.652 0.393
H -2.972 -0.242 -0.794
H 0.512 -2.003 -1.051
H 2.115 -1.736 0.962
H -2.224 -1.519 0.515
H 1.416 2.324 -0.603
H 2.358 -0.039 -1.225
H 0.851 -0.377 1.580

The value obtained for the HOMO energy is -8.4 eV. Its SMILES is C1=C[C@H]2CN2[C@@H]2C[C@H]12.

=====

#3
ORCA calculation (the ωB97M-V functional and the def2-TZVPD basis) on C7H9N in the gas phase.

Cartesian coordinates (Å):
N 1.068 0.479 -1.347
C 1.122 -0.350 -0.181
C -1.193 -0.027 -0.692
C -0.273 -1.173 -0.229
C -0.605 1.182 0.207
C -0.286 0.996 -1.286
C -0.276 -0.987 1.406
C 0.409 0.324 1.029
H -2.255 -0.154 -0.726
H -1.196 -0.952 1.876
H 1.929 -0.995 0.013
H -1.041 1.934 0.748
H 1.881 1.087 -1.353
H 1.149 0.781 1.676
H -0.321 -2.088 -0.858
H 0.432 -1.749 1.809
H -0.544 1.695 -2.089

The value obtained for the HOMO energy is -8.4 eV. Its SMILES is C1[C@@H]2[C@H]3N[C@H]4[C@@H]2[C@H]4[C@@H]13.

=====

#4
ORCA calculation (the ωB97M-V functional and the def2-TZVPD basis) on C7H9N in the gas phase.

Cartesian coordinates (Å):
N 0.171 0.610 2.004
C 1.336 0.289 1.571
C 0.961 -0.190 0.290
C 0.233 -0.209 -2.026
C -0.603 -0.427 0.351
C 1.454 -0.057 -0.974
C -1.019 0.284 1.487
C -1.109 -0.119 -1.088
H 2.171 0.819 1.825
H -0.740 -1.563 0.482
H -1.968 0.287 2.117
H 0.069 1.273 2.908
H -0.335 -1.254 -2.617
H 2.490 -0.209 -1.243
H -1.563 0.836 -0.942
H 0.287 0.664 -2.924
H -1.835 -1.035 -1.220

The value obtained for the HOMO energy is -6.6 eV.

=====

Most stable pick: #3. Distance to second place: 2.282 eV.

=====

#1
ORCA calculation (the ωB97M-V functional and the def2-TZVPD basis) on 2 unconnected molecules or ions with the total composition C7H9N.

Cartesian coordinates (Å):
N -0.712 0.467 -3.361
C -2.419 -0.093 -1.771
C -0.219 -0.381 -1.172
C 1.957 -0.471 3.298
C 0.133 -0.063 -2.418
C -1.535 -0.567 -0.875
C -1.956 0.561 -3.026
C 2.412 0.667 3.691
H -1.898 -0.921 0.042
H 1.540 -0.400 2.337
H -2.662 1.396 -3.508
H 1.952 -1.550 3.827
H 2.375 1.434 2.992
H 1.222 -0.015 -2.749
H 0.761 -0.814 -0.604
H 2.592 0.841 4.792
H -3.543 -0.093 -1.494

The value obtained for the HOMO energy is -9.4 eV. Its SMILES is c1ccncc1.C=C.

=====

#2
ORCA calculation (the ωB97M-V functional and the def2-TZVPD basis) on C7H9N in the gas phase.

Cartesian coordinates (Å):
N -2.259 -0.296 -0.729
C 2.787 -0.605 0.173
C 1.473 -0.229 -0.001
C 1.135 1.337 -0.145
C -2.218 0.012 0.694
C 0.101 -1.024 -0.301
C -0.210 1.454 -0.181
C -1.015 -0.011 0.044
H -0.584 2.653 -0.075
H -2.294 -1.259 -0.852
H -0.136 -1.232 -1.394
H 3.241 -1.597 0.370
H -2.541 -0.814 1.572
H 2.121 1.861 -0.547
H 3.261 0.390 0.087
H -0.070 -1.708 0.465
H -2.793 1.070 0.821

The value obtained for the HOMO energy is -8.8 eV. Its SMILES is C=C1C=C[C@]2(CN2)C1.

=====

Most stable pick: #1. Distance to second place: 2.905 eV.

=====

#1
ORCA calculation (the ωB97M-V functional and the def2-TZVPD basis) on a molecular structure, C7H9N.

Cartesian coordinates (Å):
N -0.800 -1.112 -1.086
C 0.218 -0.292 -0.120
C 1.666 -0.728 -0.014
C -1.764 -0.499 -0.145
C 2.418 0.308 -0.251
C -1.588 0.979 -0.003
C -0.604 -0.643 1.107
C -0.254 1.220 -0.316
H -2.550 1.716 -0.219
H 0.104 2.338 -0.023
H 2.230 1.290 -0.079
H -2.611 -1.197 -0.259
H 1.994 -1.724 0.142
H -0.610 -1.700 1.471
H -0.896 -0.499 -1.871
H 3.634 0.308 -0.220
H -0.587 0.234 1.889

The value obtained for the HOMO energy is -8.8 eV.

=====

#2
ORCA calculation (the ωB97M-V functional and the def2-TZVPD basis) on C7H9N in the gas phase.

Cartesian coordinates (Å):
N -1.026 -0.203 -0.287
C 0.100 0.023 0.836
C 0.853 -1.667 -0.244
C -0.125 1.958 -0.216
C -0.439 0.803 -1.135
C 0.096 -0.630 -1.179
C -0.129 1.540 1.087
C 0.329 -1.425 1.205
H -0.575 -1.951 1.538
H 1.036 0.174 0.316
H 1.142 -1.562 1.938
H -0.102 -1.112 -2.160
H -0.302 2.962 -0.609
H 0.709 -2.635 -0.721
H -0.815 1.074 -2.127
H 1.899 -1.380 -0.183
H 0.076 2.245 1.893

The value obtained for the HOMO energy is -8.6 eV. Its SMILES is C1=C[C@H]2[C@H]3CC[C@H]1N32.

=====

Most stable pick: #2. Distance to second place: 0.872 eV.

=====

#1
ORCA calculation (the ωB97M-V functional and the def2-TZVPD basis) on a molecular structure, C7H14O3.

Cartesian coordinates (Å):
O 2.159 -1.144 -0.853
O -0.425 -2.160 -0.852
O 1.488 0.856 -1.752
C -1.358 -0.053 -1.429
C 0.799 0.390 0.582
C -1.355 1.471 1.545
C 0.654 -0.732 1.599
C 1.205 -0.081 -0.987
C -0.296 1.344 0.485
C -0.248 -0.957 -1.541
H 0.454 -2.554 -0.765
H 2.859 -0.922 -1.481
H 0.119 -1.095 -2.557
H -2.265 -0.445 -0.978
H -2.173 2.113 1.216
H -1.509 0.623 -2.263
H -1.765 0.504 1.836
H 1.508 -1.404 1.532
H -0.921 1.922 2.445
H -1.005 0.777 -0.532
H -0.248 -1.319 1.436
H 1.735 0.927 0.735
H -0.032 2.264 -0.032
H 0.621 -0.323 2.612

The value obtained for the HOMO energy (alpha / beta) is -8.1 / -8.1 eV.

=====

#2
ORCA calculation (the ωB97M-V functional and the def2-TZVPD basis) on C7H14O3 in the gas phase.

Cartesian coordinates (Å):
O -0.378 -2.053 -1.579
O -1.553 -0.022 -1.993
O -2.707 -1.129 -0.073
C 2.113 -0.038 -1.272
C -2.214 -0.749 1.204
C 0.035 -0.408 0.146
C 1.892 1.126 0.942
C -0.684 -1.008 -1.055
C -1.016 0.187 1.094
C 1.138 0.590 -0.276
H 0.649 1.448 -0.769
H 2.950 0.647 -1.468
H -1.477 0.877 -1.652
H 2.712 1.781 0.618
H -0.575 0.322 2.089
H -1.357 1.170 0.731
H 2.332 0.298 1.519
H -3.014 -0.286 1.800
H 1.627 -0.269 -2.230
H 2.532 -0.971 -0.864
H 1.248 1.711 1.611
H 0.517 -1.261 0.651
H -1.888 -1.686 1.680
H -2.883 -0.279 -0.854

The value obtained for the HOMO energy is -10.2 eV. Its SMILES is CC(C)[C@@H](CCO)C(=O)O.

=====

Most stable pick: #2. Distance to second place: 1.832 eV.